{
  "formula": "C44H62Br2CaN2O5P3S3",
  "method": "the ωB97M-V functional and the def2-TZVPD basis",
  "total_charge": -2,
  "de_lowest_kcal_mol": 23.9,
  "fmax_ev_per_a": 3.2,
  "s_squared": 0.77,
  "spin_multiplicity": 2,
  "elements": ["Ca", "C", "C", "O", "P", "S", "S", "O", "C", "C", "H", "H", "H", "H", "H", "H", "H", "H", "H", "H", "Br", "C", "C", "C", "Br", "C", "C", "C", "C", "N", "C", "C", "O", "H", "H", "H", "H", "O", "H", "H", "O", "S", "N", "C", "C", "C", "C", "C", "C", "P", "C", "C", "C", "C", "C", "C", "C", "C", "C", "C", "C", "C", "H", "H", "H", "H", "H", "H", "H", "H", "H", "H", "H", "H", "H", "H", "H", "H", "H", "H", "H", "H", "H", "H", "H", "H", "H", "H", "H", "H", "H", "H", "H", "H", "H", "C", "P", "C", "C", "C", "C", "C", "C", "C", "C", "C", "C", "C", "C", "H", "H", "H", "H", "H", "H", "H", "H", "H", "H", "H", "H", "H"],
  "coordinates": [[1.03, 0.35, 0.29], [0.27, 3.90, 5.36], [0.38, 2.56, 4.66], [1.61, 2.27, 4.13], [2.08, 2.64, 2.62], [3.49, 1.33, 2.19], [0.49, 2.91, 1.47], [2.62, 4.16, 2.74], [3.94, 4.62, 2.78], [4.14, 5.90, 1.97], [-0.78, 4.15, 5.59], [0.59, 4.66, 4.63], [0.94, 4.01, 6.20], [-0.41, 2.48, 3.91], [0.16, 1.77, 5.45], [4.61, 3.92, 2.37], [4.15, 4.88, 3.82], [4.16, 5.71, 0.92], [5.14, 6.27, 2.26], [3.36, 6.67, 2.15], [-0.27, 3.15, -4.44], [1.37, 2.24, -4.06], [2.48, 2.56, -4.87], [3.68, 2.04, -4.48], [5.07, 2.24, -5.88], [3.87, 1.23, -3.35], [5.14, 0.65, -2.99], [5.22, -0.10, -1.79], [4.13, -0.22, -0.96], [2.89, 0.42, -1.22], [2.78, 1.03, -2.45], [1.48, 1.52, -2.83], [0.52, 1.17, -2.05], [2.36, 3.15, -5.76], [5.83, 0.34, -3.70], [6.22, -0.20, -1.28], [4.12, -0.75, -0.01], [-0.17, -1.51, -2.80], [-0.12, -0.55, -2.71], [0.65, -1.81, -3.18], [-1.20, -2.14, 3.54], [0.20, -1.71, 3.47], [0.57, -0.95, 2.28], [-3.85, 3.88, -2.81], [-3.91, 3.96, -1.30], [-2.98, 2.96, -0.66], [-3.31, 1.57, -1.08], [-3.15, 1.46, -2.57], [-4.04, 2.47, -3.32], [-2.32, 0.40, -0.02], [-3.27, 0.34, 1.56], [-4.80, 0.61, 1.52], [-5.46, 0.14, 2.83], [-4.52, 0.17, 4.08], [-3.61, 1.35, 3.91], [-2.70, 1.29, 2.66], [-2.64, -1.20, -0.80], [-1.81, -2.38, -0.27], [-2.40, -3.73, -0.58], [-3.02, -3.63, -1.93], [-4.28, -2.75, -1.90], [-4.13, -1.64, -0.84], [-2.84, 4.23, -3.11], [-4.59, 4.56, -3.31], [-4.96, 3.79, -0.93], [-3.66, 4.98, -0.97], [-3.06, 3.12, 0.44], [-1.96, 3.18, -0.97], [-4.41, 1.44, -0.88], [-3.40, 0.43, -2.99], [-2.10, 1.65, -2.81], [-5.08, 2.14, -3.29], [-3.69, 2.44, -4.38], [-3.12, -0.70, 2.02], [-5.30, 0.05, 0.70], [-4.98, 1.70, 1.38], [-5.75, -0.91, 2.79], [-6.34, 0.73, 3.09], [-3.93, -0.76, 4.04], [-5.06, 0.20, 5.05], [-2.95, 1.53, 4.75], [-4.23, 2.26, 3.84], [-1.72, 0.91, 2.92], [-2.54, 2.27, 2.20], [-2.37, -1.06, -1.83], [-1.67, -2.24, 0.86], [-0.81, -2.24, -0.71], [-3.06, -3.99, 0.23], [-1.59, -4.48, -0.59], [-3.30, -4.60, -2.38], [-2.29, -3.23, -2.63], [-5.10, -3.41, -1.66], [-4.44, -2.30, -2.90], [-4.47, -2.05, 0.12], [-4.79, -0.81, -1.07], [1.00, -4.22, 0.99], [2.04, -2.95, 0.13], [3.66, -3.23, 1.05], [3.94, -2.39, 2.15], [5.13, -2.60, 2.86], [6.01, -3.57, 2.44], [5.71, -4.38, 1.31], [4.53, -4.23, 0.66], [2.38, -3.71, -1.54], [3.51, -3.32, -2.25], [3.48, -3.53, -3.61], [2.42, -4.07, -4.31], [1.32, -4.46, -3.58], [1.31, -4.30, -2.20], [0.03, -3.86, 1.05], [1.41, -4.24, 2.00], [1.09, -5.27, 0.50], [3.22, -1.65, 2.40], [5.41, -2.02, 3.69], [6.90, -3.66, 2.99], [6.31, -5.15, 1.00], [4.25, -4.92, -0.08], [4.31, -2.69, -1.82], [4.34, -3.17, -4.19], [2.46, -4.20, -5.31], [0.45, -4.88, -4.11], [0.39, -4.40, -1.70]],
  "mulliken_charge": [1.702, -1.292, 0.621, -0.462, 1.062, -0.628, -0.510, -0.223, -0.184, -1.233, 0.376, 0.278, 0.322, -0.406, 0.232, 0.322, 0.256, 0.308, 0.378, 0.278, -0.259, -0.246, -0.770, 0.147, -0.371, 1.378, -1.654, -1.003, -0.845, 0.549, -0.910, 0.020, 0.646, 0.379, 0.389, 0.243, 0.793, -0.575, -0.008, 0.323, -0.566, -0.035, -0.611, -0.409, -1.078, 0.017, -0.223, 0.620, -0.855, 0.870, 0.944, -0.443, -0.951, -0.818, -1.109, -0.179, -0.453, 1.928, -1.125, -0.570, -1.006, -1.002, 0.093, 0.362, 0.290, 0.428, -0.369, 0.196, 0.253, -0.162, -0.424, 0.377, 0.368, 0.126, 0.110, 0.251, 0.259, 0.430, 0.219, 0.490, 0.508, 0.430, -0.338, -0.001, 0.619, -0.727, -1.098, 0.485, 0.559, 0.523, 0.111, 0.479, 0.266, 0.189, 0.329, -1.242, 1.847, 0.063, -0.336, -0.799, -0.579, -0.777, -0.528, 0.453, -0.435, -0.741, -0.882, -0.489, -0.471, 0.188, 0.604, 0.303, 0.392, 0.513, 0.407, 0.510, 0.510, 0.323, 0.271, 0.572, 0.311, 0.010]
}